1.
{
  "formula": "C2H3BrClF",
  "method": "ωB97M-V/def2-TZVPD",
  "orbital_gap_ha": 0.4022,
  "smiles": "C[C@](F)(Cl)Br",
  "largest_force_ha_per_bohr": 0.0837,
  "species": ["C", "C", "F", "Cl", "Br", "H", "H", "H"],
  "xyz": [[-0.582, 0.584, -0.355], [0.528, -0.390, 0.115], [0.912, -1.155, -0.894], [-0.419, -1.440, 1.563], [1.938, 0.503, 0.929], [-0.060, 1.435, -0.686], [-1.007, -0.066, -1.177], [-1.309, 0.529, 0.506]],
  "lowdin_charge": [-0.145, -1.211, -0.020, 0.381, 0.790, 0.041, 0.103, 0.060]
}

---

2.
{
  "formula": "C2H3BrClI",
  "method": "ωB97M-V/def2-TZVPD",
  "orbital_gap_ha": 0.3580,
  "largest_force_ha_per_bohr": 0.0907,
  "species": ["C", "C", "Cl", "Br", "I", "H", "H", "H"],
  "xyz": [[0.641, 1.201, -0.142], [-1.176, 1.165, -0.607], [1.338, -0.379, 0.029], [-1.925, 2.731, 0.286], [-2.223, -0.631, -0.113], [0.588, 1.889, 0.633], [1.170, 1.699, -1.007], [-1.072, 1.217, -1.649]],
  "lowdin_charge": [-0.660, -1.171, 0.526, 0.562, 0.730, -0.021, 0.068, -0.035]
}

---

3.
{
  "formula": "C2H3BrClNO",
  "method": "ωB97M-V/def2-TZVPD",
  "orbital_gap_ha": 0.3375,
  "smiles": "O=C(Cl)CNBr",
  "largest_force_ha_per_bohr": 0.0750,
  "species": ["O", "C", "Cl", "C", "N", "Br", "H", "H", "H"],
  "xyz": [[-1.002, -1.341, -1.276], [-1.083, -0.879, -0.199], [-2.054, -1.613, 1.132], [-0.155, 0.658, 0.175], [1.189, 0.664, -0.212], [2.435, -0.333, 0.785], [-0.271, 0.854, 1.198], [-0.732, 1.346, -0.462], [1.673, 0.644, -1.141]],
  "lowdin_charge": [0.031, -0.724, 0.561, -0.243, -0.516, 0.640, 0.063, 0.115, 0.073]
}

---

4.
{
  "formula": "C2H3BrF2O2",
  "method": "ωB97M-V/def2-TZVPD",
  "orbital_gap_ha": 0.4232,
  "smiles": "O[C@H](F)[C@](O)(F)Br",
  "largest_force_ha_per_bohr": 0.0762,
  "species": ["O", "C", "F", "C", "O", "F", "Br", "H", "H", "H"],
  "xyz": [[1.804, -0.315, 0.287], [0.508, 0.163, 0.539], [-0.093, -0.603, 1.490], [-0.389, -0.073, -0.686], [-1.883, 0.678, -0.268], [-0.742, -1.364, -0.807], [0.372, 0.434, -2.353], [2.544, -0.008, 0.804], [0.312, 1.162, 0.789], [-2.433, -0.074, 0.203]],
  "lowdin_charge": [0.029, -0.416, 0.048, -0.755, -0.135, 0.006, 0.857, 0.107, 0.140, 0.119]
}

---

What are the highest occupied orbital energy values for these records? In order: -0.3942, -0.3576, -0.3346, -0.4043 hartree.
What are the energy relative to the best compared isomer or geometry (same formula, charge and spin) values for these records? In order: 17.3, 14.7, 43.6, 39.0 kcal/mol.